# C6H12O

A single C6H12O molecule (ωB97M-V with the def2-TZVPD basis set, OMol25).

Calculated values
* E_tot: -8461.250 eV
* energy above the lowest of the compared OMol25 structures with the same formula, charge and spin: 71.6 kcal/mol
* total charge: 0
* 2S+1: 1
* F_max: 0.0087 hartree/bohr
* gap between HOMO and LUMO: 0.340 Ha
* lowest unoccupied orbital energy: 1.0741 eV

Each line ends with the natural charge from an NBO analysis.
Positions of all 19 atoms, in Å:
C  2.87  0.14  0.51  -0.650
C  1.74  0.76  -0.29  -0.059
O  0.46  0.75  0.39  -0.518
C  0.15  -0.35  1.03  0.261
C  -1.35  -0.34  1.20  -0.548
C  -1.70  -0.92  -0.20  -0.393
C  -2.04  0.15  -1.23  -0.614
H  2.63  -0.90  0.75  0.244
H  3.03  0.69  1.44  0.214
H  3.79  0.18  -0.09  0.216
H  1.58  0.23  -1.23  0.181
H  1.92  1.82  -0.51  0.188
H  -0.80  -1.47  -0.53  0.210
H  -1.79  0.66  1.35  0.207
H  -1.66  -1.01  2.01  0.217
H  -2.48  -1.68  -0.12  0.216
H  -2.00  -0.26  -2.24  0.207
H  -3.04  0.57  -1.06  0.205
H  -1.32  0.98  -1.17  0.216